{"formula": "C2H10NS", "method": "ωB97M-V with the def2-TZVPD basis set", "species": ["N", "H", "H", "H", "H", "C", "S", "C", "H", "H", "H", "H", "H", "H"], "xyz": [[2.201065, 1.323712, 0.555451], [1.385923, 0.656360, 0.484963], [2.338554, 1.489912, 1.551022], [1.893931, 2.125001, -0.010281], [3.023070, 0.954436, 0.080920], [-2.240758, 0.161221, -0.512452], [-0.431721, 0.240782, -0.143350], [-0.163792, -1.557162, -0.068376], [-2.616185, -0.371413, 0.352468], [-2.627602, 1.158268, -0.671209], [-2.308669, -0.391204, -1.439754], [-0.865953, -1.967773, 0.645288], [0.848434, -1.849606, 0.203865], [-0.436292, -1.972534, -1.028559]], "forces_ev_per_a": [[-0.480, -0.467, -0.649], [0.517, 0.450, 0.012], [0.307, 0.502, -0.121], [0.059, 0.176, 0.680], [0.213, -0.213, 0.334], [1.333, -0.061, 0.184], [-0.692, -0.517, -0.452], [-0.522, 0.134, -0.116], [-0.676, 0.129, -0.173], [-0.098, 0.122, 0.322], [-0.249, -0.239, -0.041], [0.032, -0.098, 0.371], [0.015, 0.218, -0.040], [0.242, -0.138, -0.311]], "max_force_ev_per_a": 1.3, "orbital_gap_ev": 9.076, "de_lowest_ev": 0.522, "total_charge": 1, "homo_energy_ev": -12.9, "e_lumo_ev": -3.83}

---

{"formula": "C2H10NS", "method": "ωB97M-V with the def2-TZVPD basis set", "species": ["N", "H", "H", "H", "H", "C", "S", "C", "H", "H", "H", "H", "H", "H"], "xyz": [[-2.033793, -1.750299, -0.430461], [-2.776487, -1.921279, -1.111685], [-2.459287, -1.470024, 0.456181], [-1.483161, -2.601192, -0.306603], [-1.434127, -0.968402, -0.730661], [0.717248, 2.324749, 0.261888], [-0.010417, 0.671036, 0.105195], [1.462543, -0.422892, 0.219825], [0.396390, 2.852729, -0.631952], [1.807484, 2.235822, 0.249465], [0.508118, 2.828950, 1.201286], [2.148077, 0.102563, 0.841983], [1.251021, -1.399165, 0.648227], [1.906388, -0.482592, -0.772693]], "forces_ev_per_a": [[-0.351, -0.089, 0.052], [0.071, 0.025, -0.050], [0.058, -0.079, 0.067], [0.012, 0.039, 0.038], [0.200, 0.272, -0.120], [0.603, -0.171, -0.363], [0.098, -0.651, 0.555], [-0.406, 0.645, -0.771], [0.052, 0.415, 0.311], [-0.157, -0.147, -0.316], [-0.594, -0.098, -0.105], [0.582, 0.116, 0.675], [-0.168, 0.054, -0.050], [0.000, -0.330, 0.078]], "max_force_ev_per_a": 1.1, "orbital_gap_ev": 8.525, "de_lowest_ev": 0.425, "total_charge": 1, "homo_energy_ev": -12.5, "e_lumo_ev": -4.02}

---

no.,DFT total energy (Ha)
1,-534.86960
2,-534.87317